Record 1
This record from the Open Molecules 2025 dataset describes a 2-piece molecular cluster, C11H18O overall at a distorted geometry. The level of theory is ωB97M-V/def2-TZVPD.

Its SMILES is CCc1ccc(O)cc1.CCC. The relative energy (zero: lowest compared OMol25 entry of this formula, charge and spin) is 16.3 kcal per mole. As for the net charge: 0.

```
30
C11H18O (ωB97M-V/def2-TZVPD)
C -2.030 0.851 -2.022
C -0.794 0.083 -2.642
C 0.392 0.059 -1.729
C 1.274 1.131 -1.697
C 2.413 1.129 -0.910
C 2.664 0.025 -0.102
O 3.878 -0.149 0.521
C 1.759 -1.018 -0.042
C 0.640 -0.988 -0.858
H -1.732 1.224 -1.052
H -2.859 0.161 -1.892
H -2.213 1.720 -2.632
H -1.146 -0.916 -2.903
H -0.514 0.614 -3.549
H 1.056 2.009 -2.287
H 3.112 1.949 -0.964
H 4.508 0.478 0.153
H 2.087 -1.918 0.465
H -0.127 -1.759 -0.817
C -0.367 0.573 2.226
C -0.700 -0.934 2.421
C -2.175 -1.170 2.169
H -0.013 0.785 1.202
H -1.283 1.161 2.293
H 0.429 0.960 2.858
H -0.600 -0.985 3.494
H 0.022 -1.534 1.880
H -2.753 -0.465 2.779
H -2.475 -2.165 2.496
H -2.455 -0.913 1.142
```

***

Record 2
This record from the Open Molecules 2025 dataset describes a 8-piece molecular cluster, C49H42F3N3O30 overall at a distorted geometry. The level of theory is ωB97M-V/def2-TZVPD.

Its SMILES is NCCCN(N)C(=O)OCCC(F)(F)F.O=C1C=C(O)C(=O)C=C1O.O=C1C=C(O)C(=O)C=C1O.O=C1C=C(O)C(=O)C=C1O.O=C1C=C(O)C(=O)C=C1O.O=C1C=C(O)C(=O)C=C1O.O=C1C=C(O)C(=O)C=C1O.O=C1C=C(O)C(=O)C=C1O. As for the net charge: 0.

```
127
C49H42F3N3O30 (ωB97M-V/def2-TZVPD)
N 0.434 -6.259 2.829
C 0.638 -6.817 1.494
C 2.102 -6.928 1.125
C 2.758 -5.576 1.395
N 2.189 -4.620 0.433
N 3.287 -3.897 -0.182
C 1.395 -3.635 1.137
O 0.283 -3.518 0.868
O 2.081 -2.923 2.016
C 1.409 -2.448 3.170
C 2.274 -2.665 4.386
C 3.668 -2.084 4.273
F 3.911 -1.216 5.251
F 3.891 -1.442 3.198
F 4.538 -3.026 4.453
H 0.984 -6.724 3.529
H -0.534 -6.211 3.078
H 0.172 -6.144 0.794
H 0.113 -7.763 1.413
H 2.621 -7.736 1.617
H 2.136 -7.038 0.057
H 3.823 -5.690 1.260
H 2.596 -5.254 2.410
H 3.972 -3.675 0.535
H 2.937 -3.002 -0.493
H 1.230 -1.391 3.035
H 0.444 -2.885 3.354
H 1.775 -2.204 5.220
H 2.317 -3.718 4.598
O 6.978 1.052 11.323
C 6.336 1.011 10.292
C 6.084 -0.217 9.555
C 5.379 -0.191 8.415
O 5.140 -1.294 7.722
C 4.836 1.096 7.861
O 4.222 1.076 6.817
C 5.077 2.320 8.611
C 5.773 2.288 9.750
O 6.012 3.380 10.469
H 6.484 -1.134 9.964
H 4.607 -1.059 6.932
H 4.670 3.232 8.211
H 6.535 3.082 11.236
O -3.571 8.964 6.141
C -3.643 7.941 6.789
C -4.148 7.892 8.152
C -4.188 6.728 8.812
O -4.642 6.631 10.050
C -3.717 5.452 8.183
O -3.769 4.431 8.838
C -3.226 5.496 6.812
C -3.192 6.659 6.153
O -2.773 6.764 4.897
H -4.484 8.819 8.594
H -4.557 5.690 10.293
H -2.906 4.564 6.364
H -2.882 7.708 4.677
O 0.015 2.421 -4.083
C 0.233 1.339 -3.572
C 0.066 1.080 -2.148
C 0.340 -0.134 -1.651
O 0.195 -0.424 -0.361
C 0.816 -1.256 -2.533
O 1.071 -2.338 -2.040
C 0.941 -1.004 -3.960
C 0.674 0.210 -4.450
O 0.779 0.491 -5.743
H -0.295 1.899 -1.539
H 0.440 -1.364 -0.264
H 1.262 -1.825 -4.588
H 0.530 1.430 -5.828
O -0.172 3.902 -1.326
C -0.581 4.606 -0.420
C -1.130 4.094 0.828
C -1.615 4.946 1.746
O -2.136 4.538 2.889
C -1.598 6.432 1.526
O -2.085 7.154 2.372
C -1.008 6.939 0.298
C -0.535 6.090 -0.620
O -0.007 6.501 -1.761
H -1.144 3.022 0.969
H -2.408 5.348 3.372
H -0.988 8.011 0.158
H 0.250 5.693 -2.244
O 3.049 -2.909 -6.667
C 3.794 -2.027 -7.045
C 3.576 -0.620 -6.750
C 4.428 0.303 -7.211
O 4.273 1.597 -6.967
C 5.620 -0.069 -8.041
O 6.346 0.816 -8.445
C 5.851 -1.480 -8.317
C 5.001 -2.403 -7.852
O 5.167 -3.698 -8.074
H 2.713 -0.364 -6.154
H 5.018 2.042 -7.412
H 6.722 -1.739 -8.902
H 4.419 -4.141 -7.634
O -2.139 0.410 -4.237
C -3.289 0.243 -3.893
C -3.908 -1.069 -3.772
C -5.190 -1.169 -3.402
O -5.802 -2.340 -3.277
C -6.025 0.041 -3.107
O -7.187 -0.120 -2.795
C -5.396 1.351 -3.205
C -4.113 1.453 -3.571
O -3.494 2.620 -3.671
H -3.297 -1.933 -3.992
H -6.716 -2.131 -3.006
H -6.002 2.214 -2.972
H -2.577 2.424 -3.950
O -7.948 -3.982 -8.850
C -6.862 -3.689 -8.394
C -5.692 -3.428 -9.221
C -4.520 -3.125 -8.649
O -3.428 -2.878 -9.356
C -4.367 -3.047 -7.160
O -3.274 -2.784 -6.700
C -5.542 -3.284 -6.334
C -6.714 -3.584 -6.905
O -7.812 -3.806 -6.197
H -5.814 -3.490 -10.293
H -2.726 -2.690 -8.706
H -5.422 -3.208 -5.264
H -8.512 -4.002 -6.847
```

***

| no. | orbital gap (eV) | LUMO level (Eh) |
| --- | --- | --- |
| 1 | 9.31 | 0.0319 |
| 2 | 7.24 | -0.0597 |